{
  "formula": "C36H20B5F12O48Y",
  "method": "the ωB97M-V functional and the def2-TZVPD basis",
  "total_energy_ev": -172985.8319,
  "e_homo_ev": -6.52,
  "lumo_energy_ev": -5.15,
  "charge": -2,
  "symbols": ["Y", "O", "C", "O", "B", "O", "C", "O", "O", "C", "O", "C", "O", "O", "O", "C", "O", "B", "O", "C", "O", "O", "C", "O", "C", "O", "O", "O", "C", "O", "B", "O", "C", "O", "O", "C", "O", "C", "O", "O", "O", "C", "O", "B", "O", "C", "O", "O", "C", "O", "C", "O", "O", "O", "C", "O", "B", "O", "C", "O", "O", "C", "O", "C", "O", "O", "C", "C", "O", "C", "O", "C", "F", "F", "F", "H", "H", "H", "H", "H", "C", "C", "O", "C", "O", "C", "F", "F", "F", "H", "H", "H", "H", "H", "C", "C", "O", "C", "O", "C", "F", "F", "F", "H", "H", "H", "H", "H", "C", "C", "O", "C", "O", "C", "F", "F", "F", "H", "H", "H", "H", "H"],
  "coordinates": [[-1.63, 32.18, -1.92], [0.25, 36.26, 3.77], [1.33, 36.07, 3.23], [2.50, 36.43, 3.62], [3.60, 35.96, 2.68], [2.75, 35.17, 1.72], [1.49, 35.22, 1.97], [0.52, 34.71, 1.35], [4.58, 35.12, 3.42], [5.82, 35.52, 3.11], [6.88, 35.01, 3.50], [5.71, 36.73, 2.14], [4.38, 37.01, 2.01], [6.67, 37.31, 1.61], [-4.82, 30.65, -5.59], [-5.42, 30.09, -6.51], [-5.02, 29.15, -7.24], [-6.11, 28.82, -8.18], [-7.27, 29.64, -7.80], [-6.90, 30.46, -6.87], [-7.54, 31.34, -6.33], [-5.78, 28.95, -9.60], [-6.05, 27.84, -10.30], [-5.95, 27.67, -11.57], [-6.39, 26.77, -9.21], [-6.49, 27.43, -8.09], [-6.72, 25.61, -9.41], [6.24, 30.43, 5.23], [5.10, 29.96, 5.11], [4.43, 29.72, 3.98], [3.04, 29.47, 4.24], [2.73, 29.76, 5.64], [3.91, 30.06, 6.25], [4.05, 30.42, 7.40], [2.52, 28.08, 3.82], [1.44, 28.18, 3.19], [0.77, 27.31, 2.67], [1.25, 29.69, 2.85], [2.25, 30.33, 3.37], [0.37, 30.18, 2.11], [9.92, 29.26, -1.00], [8.90, 29.96, -0.85], [7.84, 29.99, -1.68], [6.94, 31.08, -1.21], [7.54, 31.57, 0.06], [8.70, 30.99, 0.26], [9.44, 31.23, 1.27], [5.54, 30.61, -1.04], [4.66, 31.41, -1.62], [3.45, 31.42, -1.58], [5.51, 32.43, -2.43], [6.76, 32.16, -2.21], [4.94, 33.22, -3.22], [-0.16, 31.74, -13.38], [-0.38, 31.23, -12.34], [0.02, 31.57, -11.10], [-0.50, 30.55, -10.18], [-1.49, 29.79, -11.00], [-1.37, 30.07, -12.23], [-2.05, 29.63, -13.20], [0.50, 29.59, -9.67], [0.73, 29.81, -8.40], [1.55, 29.37, -7.71], [-0.24, 30.93, -7.93], [-1.03, 31.20, -8.95], [-0.29, 31.33, -6.74], [-6.18, 37.08, 2.76], [-5.29, 36.62, 1.61], [-5.88, 36.96, 0.31], [-5.68, 36.33, -0.79], [-4.88, 35.31, -0.92], [-6.50, 36.96, -1.96], [-6.22, 36.23, -3.04], [-7.83, 36.84, -1.77], [-6.32, 38.29, -2.20], [-5.87, 36.44, 3.59], [-7.24, 36.96, 2.53], [-6.03, 38.11, 3.10], [-5.21, 35.54, 1.76], [-4.30, 37.07, 1.55], [3.04, 39.45, -2.73], [2.26, 38.13, -2.65], [1.57, 37.99, -3.90], [0.63, 37.02, -4.14], [0.19, 36.12, -3.35], [0.07, 37.28, -5.53], [0.71, 36.60, -6.48], [-1.20, 36.84, -5.53], [0.11, 38.58, -5.92], [3.80, 39.67, -1.97], [2.29, 40.25, -2.72], [3.56, 39.46, -3.68], [1.57, 38.12, -1.81], [3.04, 37.37, -2.52], [2.37, 25.99, -3.05], [1.31, 26.13, -1.97], [0.06, 25.81, -2.51], [-0.83, 26.69, -3.05], [-0.95, 27.89, -2.87], [-1.81, 25.85, -3.92], [-3.08, 26.16, -3.53], [-1.65, 26.18, -5.18], [-1.72, 24.54, -3.76], [1.91, 26.18, -4.02], [2.88, 25.03, -3.10], [3.18, 26.71, -2.95], [1.20, 27.17, -1.66], [1.64, 25.56, -1.10], [-5.07, 27.37, 2.65], [-5.48, 27.56, 1.08], [-6.60, 28.55, 0.95], [-6.31, 29.87, 0.59], [-5.19, 30.23, 0.18], [-7.53, 30.79, 0.63], [-8.61, 30.13, 1.11], [-7.20, 31.80, 1.45], [-7.82, 31.28, -0.58], [-4.62, 28.27, 3.07], [-4.51, 26.44, 2.74], [-5.93, 27.13, 3.28], [-5.70, 26.61, 0.59], [-4.54, 27.79, 0.58]]
}

---

{
  "formula": "C36H22N10Y",
  "method": "the ωB97M-V functional and the def2-TZVPD basis",
  "relative_energy_kj_mol": 133.0,
  "total_energy_ev": -53631.9944,
  "e_homo_ev": [-9.36, -9.37],
  "lumo_energy_ev": [-4.35, -4.34],
  "charge": 1,
  "symbols": ["Y", "C", "C", "C", "C", "C", "N", "C", "C", "C", "C", "C", "C", "C", "C", "N", "C", "N", "C", "N", "C", "N", "C", "N", "C", "N", "C", "C", "C", "C", "C", "C", "C", "C", "C", "C", "C", "C", "C", "C", "N", "H", "H", "H", "H", "H", "H", "H", "H", "H", "H", "H", "H", "H", "H", "H", "H", "C", "N", "C", "C", "N", "C", "H", "H", "H", "H", "H", "H"],
  "coordinates": [[1.31, -0.25, -0.47], [-0.17, -4.91, 3.85], [-0.80, -5.51, 2.76], [-0.63, -5.02, 1.47], [0.19, -3.91, 1.30], [0.54, -3.14, 0.12], [-0.04, -3.29, -1.09], [-0.12, -2.46, -2.12], [-0.95, -2.62, -3.32], [-1.68, -3.69, -3.81], [-2.40, -3.51, -4.98], [-2.39, -2.28, -5.65], [-1.68, -1.20, -5.16], [-0.95, -1.38, -4.00], [-0.12, -0.45, -3.21], [-0.04, 0.87, -3.35], [0.55, 1.81, -2.58], [1.45, 1.64, -1.54], [1.57, 2.78, -0.79], [2.17, 2.94, 0.42], [2.48, 2.03, 1.32], [2.21, 0.69, 1.26], [2.47, 0.02, 2.42], [2.16, -1.23, 2.69], [1.56, -2.16, 1.91], [1.44, -2.18, 0.54], [0.82, -3.31, 2.41], [0.63, -3.80, 3.70], [3.07, 1.02, 3.33], [3.55, 0.91, 4.62], [4.04, 2.06, 5.23], [4.04, 3.29, 4.56], [3.56, 3.40, 3.27], [3.07, 2.26, 2.66], [0.83, 3.82, -1.49], [0.64, 5.17, -1.20], [-0.16, 5.90, -2.05], [-0.79, 5.30, -3.16], [-0.63, 3.96, -3.43], [0.20, 3.22, -2.59], [0.40, -1.19, -2.19], [-0.32, -5.33, 4.84], [-1.42, -6.39, 2.92], [-1.12, -5.48, 0.62], [-1.68, -4.64, -3.29], [-2.97, -4.33, -5.39], [-2.96, -2.18, -6.56], [-1.68, -0.25, -5.68], [1.11, -3.32, 4.54], [3.54, -0.04, 5.14], [4.43, 2.01, 6.24], [4.44, 4.16, 5.06], [3.55, 4.35, 2.74], [1.12, 5.62, -0.35], [-0.32, 6.96, -1.87], [-1.41, 5.91, -3.80], [-1.11, 3.49, -4.28], [-4.47, -0.06, 0.20], [-3.07, 0.22, 0.50], [-2.59, 0.99, 1.53], [-1.24, 0.98, 1.43], [-0.88, 0.21, 0.34], [-2.01, -0.23, -0.19], [-5.09, 0.43, 0.94], [-4.65, -1.13, 0.23], [-4.72, 0.33, -0.79], [-3.25, 1.47, 2.24], [-0.51, 1.46, 2.05], [-2.10, -0.86, -1.06]]
}

---

Please write out number 2 again, unchanged.
{
  "formula": "C36H22N10Y",
  "method": "the ωB97M-V functional and the def2-TZVPD basis",
  "relative_energy_kj_mol": 133.0,
  "total_energy_ev": -53631.9944,
  "e_homo_ev": [-9.36, -9.37],
  "lumo_energy_ev": [-4.35, -4.34],
  "charge": 1,
  "symbols": ["Y", "C", "C", "C", "C", "C", "N", "C", "C", "C", "C", "C", "C", "C", "C", "N", "C", "N", "C", "N", "C", "N", "C", "N", "C", "N", "C", "C", "C", "C", "C", "C", "C", "C", "C", "C", "C", "C", "C", "C", "N", "H", "H", "H", "H", "H", "H", "H", "H", "H", "H", "H", "H", "H", "H", "H", "H", "C", "N", "C", "C", "N", "C", "H", "H", "H", "H", "H", "H"],
  "coordinates": [[1.31, -0.25, -0.47], [-0.17, -4.91, 3.85], [-0.80, -5.51, 2.76], [-0.63, -5.02, 1.47], [0.19, -3.91, 1.30], [0.54, -3.14, 0.12], [-0.04, -3.29, -1.09], [-0.12, -2.46, -2.12], [-0.95, -2.62, -3.32], [-1.68, -3.69, -3.81], [-2.40, -3.51, -4.98], [-2.39, -2.28, -5.65], [-1.68, -1.20, -5.16], [-0.95, -1.38, -4.00], [-0.12, -0.45, -3.21], [-0.04, 0.87, -3.35], [0.55, 1.81, -2.58], [1.45, 1.64, -1.54], [1.57, 2.78, -0.79], [2.17, 2.94, 0.42], [2.48, 2.03, 1.32], [2.21, 0.69, 1.26], [2.47, 0.02, 2.42], [2.16, -1.23, 2.69], [1.56, -2.16, 1.91], [1.44, -2.18, 0.54], [0.82, -3.31, 2.41], [0.63, -3.80, 3.70], [3.07, 1.02, 3.33], [3.55, 0.91, 4.62], [4.04, 2.06, 5.23], [4.04, 3.29, 4.56], [3.56, 3.40, 3.27], [3.07, 2.26, 2.66], [0.83, 3.82, -1.49], [0.64, 5.17, -1.20], [-0.16, 5.90, -2.05], [-0.79, 5.30, -3.16], [-0.63, 3.96, -3.43], [0.20, 3.22, -2.59], [0.40, -1.19, -2.19], [-0.32, -5.33, 4.84], [-1.42, -6.39, 2.92], [-1.12, -5.48, 0.62], [-1.68, -4.64, -3.29], [-2.97, -4.33, -5.39], [-2.96, -2.18, -6.56], [-1.68, -0.25, -5.68], [1.11, -3.32, 4.54], [3.54, -0.04, 5.14], [4.43, 2.01, 6.24], [4.44, 4.16, 5.06], [3.55, 4.35, 2.74], [1.12, 5.62, -0.35], [-0.32, 6.96, -1.87], [-1.41, 5.91, -3.80], [-1.11, 3.49, -4.28], [-4.47, -0.06, 0.20], [-3.07, 0.22, 0.50], [-2.59, 0.99, 1.53], [-1.24, 0.98, 1.43], [-0.88, 0.21, 0.34], [-2.01, -0.23, -0.19], [-5.09, 0.43, 0.94], [-4.65, -1.13, 0.23], [-4.72, 0.33, -0.79], [-3.25, 1.47, 2.24], [-0.51, 1.46, 2.05], [-2.10, -0.86, -1.06]]
}

---

What is the formula in the second record?
C36H22N10Y